Entry A
Entry from the Open Molecules 2025 dataset: 6 unconnected molecules or ions with the total composition H11NO4 (ωB97M-V/def2-TZVPD).

Last column: Löwdin charge in e.
Atoms and positions in Å:
N (-1.79867, 2.69348, 1.67621)  -0.0137
H (-1.67529, 3.09747, 0.75176)  -0.0084
H (-2.59238, 2.03020, 1.63426)  0.0128
H (-0.98612, 2.03188, 1.59762)  -0.0068
H (0.59476, 1.03296, -0.79811)  -0.0485
H (1.74395, 1.73704, -0.20987)  0.0551
O (0.77763, 1.73889, -0.14844)  -0.0457
H (0.55640, -0.34105, -2.69697)  0.0131
H (0.71389, -0.51495, 0.08155)  0.4158
O (0.29301, -0.48506, -1.77593)  -0.2526
H (1.57998, -1.90818, -1.23579)  -0.0228
H (2.23336, -2.12865, 0.09034)  0.0097
O (2.19288, -2.53984, -0.78171)  -0.0866
H (-0.75844, -1.57770, 0.28632)  -0.0158
H (-1.35862, -2.91159, 0.73670)  0.0516
O (-1.51636, -1.95489, 0.79205)  -0.0573

**Total charge**: 0
**Orbital gap**: 5.88 eV
**LUMO level**: -0.158 hartree

Entry B
Entry from the Open Molecules 2025 dataset: 5 unconnected molecules or ions with the total composition H11NO4 (ωB97M-V/def2-TZVPD).

Last column: Löwdin charge in e.
Atoms and positions in Å:
N (1.13581, 1.20593, 1.57872)  0.0250
H (1.47639, 2.08219, 1.97838)  0.0411
H (1.27677, 0.52672, 2.32196)  0.0415
H (0.11530, 1.29252, 1.59628)  0.0272
H (-1.96309, -2.75961, -0.07777)  0.0406
H (-0.80235, -1.98922, -0.80888)  0.0185
O (-1.52376, -1.91025, -0.12572)  -0.0819
H (0.88286, -0.54544, -1.52917)  0.0105
H (1.22386, -1.86450, -2.31277)  0.0524
O (0.57664, -1.45469, -1.73697)  -0.0670
H (1.72992, 1.87134, -1.61883)  0.0467
H (1.47708, 1.20818, -0.21532)  -0.0107
O (1.57264, 1.03595, -1.17788)  -0.0800
H (-2.05307, -0.28189, 0.65863)  -0.0054
H (-2.77062, 1.03532, 0.37513)  0.0303
O (-2.35440, 0.54745, 1.09421)  -0.0886

**Total charge**: 0
**Orbital gap**: 11.60 eV
**Structure (SMILES)**: N.O.O.O.O
**LUMO level**: 0.029 hartree

Energetically preferred structure: entry B | next structure: +6.882 eV

Entry A
Entry from the Open Molecules 2025 dataset: a gas-phase ion, C3H8NS (charge +1) (ωB97M-V/def2-TZVPD).

Last column: Löwdin charge in e.
Atoms and positions in Å:
C (1.51539, 0.56652, 0.71202)  -0.4784
C (-0.32680, -0.40900, -0.59874)  -0.1352
C (-0.93242, -1.13281, 0.50879)  -0.0467
N (0.38823, 0.79557, -0.28671)  -0.1153
S (2.57353, -0.53363, -0.30480)  0.7625
H (2.09039, 1.45573, 1.06994)  0.1186
H (1.19618, -0.21440, 1.41985)  0.0535
H (-0.25496, -0.72500, -1.68993)  0.1561
H (-0.46291, -0.56160, 1.36745)  0.0997
H (-0.68894, -2.12457, 0.29988)  0.0841
H (-2.00288, -1.18070, 0.62961)  0.1043
H (-0.19208, 1.68824, -0.09621)  0.2244
H (0.93398, 1.05027, -1.19481)  0.1722

**Total charge**: +1
**Orbital gap (alpha / beta)**: 9.15 / 6.95 eV
**LUMO level (alpha / beta)**: -0.192 / -0.246 hartree

Entry B
Entry from the Open Molecules 2025 dataset: 2 unconnected molecules or ions with the total composition C3H8NS (ωB97M-V/def2-TZVPD).

Last column: Löwdin charge in e.
Atoms and positions in Å:
C (0.30036, 1.97122, 0.51182)  0.0775
C (-0.06945, 1.00253, -0.29845)  -0.2455
C (0.12586, -0.41283, 0.04859)  -0.6356
N (-1.10244, -1.20198, -0.24035)  0.1168
S (1.43061, -1.35460, -0.90524)  0.8019
H (0.08687, 2.92372, 0.28571)  0.0369
H (0.77863, 1.71853, 1.52150)  0.1048
H (-0.43651, 1.12523, -1.25260)  0.0930
H (0.57573, -0.38719, 1.59015)  0.2700
H (-1.42883, -1.90622, 0.40888)  0.1600
H (-0.93084, -1.88291, -1.11096)  0.1977
H (-1.88431, -0.55435, -0.21844)  0.1630
H (2.55432, -1.04116, -0.34061)  -0.1408

**Total charge**: +1
**Orbital gap**: 9.95 eV
**LUMO level**: -0.147 hartree

Energetically preferred structure: entry B | next structure: +0.618 eV

Entry A
Entry from the Open Molecules 2025 dataset: a gas-phase ion, C3H8NS (charge +1) (ωB97M-V/def2-TZVPD).

Last column: Löwdin charge in e.
Atoms and positions in Å:
C (0.42699, -0.52467, -1.07989)  -0.2210
C (-0.70646, -1.44835, -0.57400)  0.0954
C (-0.05998, 0.43920, 0.02612)  -0.7254
N (0.56010, 0.44449, 1.35755)  0.1118
S (-1.23042, 1.71952, -0.19173)  0.8374
H (1.46239, -0.91420, -1.08319)  0.1149
H (0.12521, -0.00317, -2.10594)  0.1537
H (-1.68980, -1.33853, -0.97630)  0.0704
H (-0.54266, -2.20440, 0.20092)  0.0823
H (1.20261, -0.38633, 1.50300)  0.1917
H (-0.20553, 0.29821, 2.10144)  0.1905
H (0.96169, 1.42142, 1.58883)  0.1982
H (-0.30416, 2.49681, -0.76680)  -0.0999

**Total charge**: +1
**Orbital gap**: 9.35 eV
**LUMO level**: -0.144 hartree

Entry B
Entry from the Open Molecules 2025 dataset: 2 unconnected molecules or ions with the total composition C3H8NS (ωB97M-V/def2-TZVPD).

Last column: Löwdin charge in e.
Atoms and positions in Å:
C (1.59642, -1.14053, 0.18954)  0.0824
C (0.57500, -0.66619, -0.54127)  -0.2486
C (-0.47437, 0.04877, 0.14635)  -0.7157
N (-0.57055, 1.65021, -0.00142)  0.1362
S (-2.04897, -0.63490, -0.03434)  0.8837
H (2.29050, -1.82910, -0.22985)  0.0745
H (1.76102, -0.99717, 1.23121)  0.0578
H (0.32272, -1.17935, -1.43770)  0.0930
H (0.08304, 0.25428, 1.78710)  0.2490
H (-1.51790, 1.94288, 0.21758)  0.1216
H (-0.54428, 1.88357, -0.97794)  0.1394
H (0.12857, 2.14299, 0.66084)  0.1936
H (-1.60120, -1.47547, -1.01012)  -0.0668

**Total charge**: +1
**Orbital gap**: 9.58 eV
**LUMO level**: -0.165 hartree

Energetically preferred structure: entry A | next structure: +0.875 eV

Entry A
Entry from the Open Molecules 2025 dataset: 2 unconnected molecules or ions with the total composition C7H12N3O (ωB97M-V/def2-TZVPD).

Last column: Löwdin charge in e.
Atoms and positions in Å:
C (-0.70158, -1.13992, 0.26550)  0.1044
C (-0.14185, 0.88773, 0.99395)  -0.0532
C (1.15621, 0.68305, 0.10700)  -0.1402
C (-0.86548, -0.42831, 1.49580)  -0.2520
C (0.46370, -0.86591, -1.79328)  -0.1904
C (-2.23254, -0.20392, 2.07031)  0.0076
C (2.27807, -0.60713, -4.00031)  0.1268
N (-0.44463, -1.53024, -0.81102)  0.2487
N (2.46991, 0.48169, -3.67497)  -0.2239
N (0.85268, 0.38915, -1.27543)  -0.0826
O (2.62515, 1.53285, -3.22275)  0.0818
H (0.30835, 1.31641, 1.80571)  0.1052
H (-0.72349, 1.41497, 0.35249)  0.0978
H (1.85599, 1.61343, 0.13768)  0.1779
H (1.71696, -0.17832, 0.36150)  0.1105
H (-0.34541, -0.73055, 2.35375)  0.1508
H (1.44031, -1.44370, -1.90651)  0.1340
H (-2.73764, 0.42025, 1.39719)  0.0940
H (-2.19312, 0.33229, 2.90698)  0.0635
H (-2.59555, -1.14146, 2.25842)  0.0812
H (-0.13415, -0.77429, -2.83929)  0.1875
H (2.64276, -1.45938, -4.48003)  0.0881
H (0.93634, 1.08872, -1.95617)  0.0823

**Total charge**: +1
**Orbital gap**: 8.52 eV
**LUMO level**: -0.164 hartree

Entry B
Entry from the Open Molecules 2025 dataset: a gas-phase ion, C7H12N3O (charge +1) (ωB97M-V/def2-TZVPD).

Last column: Löwdin charge in e.
Atoms and positions in Å:
C (0.06560, 0.08889, 0.96892)  -0.0524
C (0.33905, 0.02443, -0.33060)  -0.1108
C (-0.86641, 1.17814, 1.26464)  -0.3622
C (0.87543, -0.99131, 1.66009)  -0.0639
C (1.86633, -1.48290, 0.55327)  -0.0668
C (1.24597, -1.01436, -0.81460)  -0.1535
C (-2.18287, 2.69171, -0.28138)  -0.0559
N (-0.61102, 1.08393, -1.09766)  0.0696
N (-1.25633, 1.66502, -0.04817)  -0.1970
N (0.32188, -2.17525, -1.40261)  0.2532
O (-1.20506, 1.67021, 2.29826)  0.1248
H (1.37493, -0.59198, 2.52237)  0.1266
H (0.24689, -1.70940, 2.10668)  0.1097
H (2.80038, -0.99842, 0.64893)  0.1191
H (2.09441, -2.48419, 0.61009)  0.0929
H (1.94801, -0.78017, -1.60625)  0.1557
H (-3.26402, 2.47760, 0.10841)  0.1304
H (-1.70220, 3.56390, 0.19800)  0.0989
H (-2.36554, 2.95426, -1.41592)  0.1277
H (-0.09481, 1.85969, -1.62462)  0.1635
H (0.69580, -3.09212, -1.55618)  0.1580
H (-0.04166, -1.68134, -2.19755)  0.1545
H (-0.28475, -2.25633, -0.56411)  0.1779

**Total charge**: +1
**Orbital gap**: 8.09 eV
**Structure (SMILES)**: Cn1[nH]c2c(c1=O)CC[C@H]2[NH3+]
**LUMO level**: -0.135 hartree

Energetically preferred structure: entry B | next structure: +4.158 eV

Entry A
Entry from the Open Molecules 2025 dataset: 2 unconnected molecules or ions with the total composition C3H6ClNO2 (ωB97M-V/def2-TZVPD).

Last column: Löwdin charge in e.
Atoms and positions in Å:
C (1.92130, 0.35136, 0.09796)  -0.5360
C (0.66363, 0.07632, 0.90349)  -0.1969
C (-2.00515, 0.21990, -0.77541)  -0.5224
N (-0.18636, -0.72058, 0.03672)  -0.0139
O (2.72284, 1.18383, 0.43935)  0.0871
O (2.08553, -0.46328, -0.97375)  0.0879
Cl (-3.07415, 0.72264, 0.34445)  0.6763
H (0.13213, 1.06591, 1.08057)  0.1387
H (1.10024, -0.19914, 1.81690)  0.1094
H (-1.90547, 1.02927, -1.44489)  0.0144
H (-2.20153, -0.75436, -1.27635)  0.0558
H (-0.59019, -1.45184, 0.57756)  0.0439
H (1.33718, -1.06003, -0.82659)  0.0556

**Total charge**: 0
**Orbital gap (alpha / beta)**: 8.51 / 8.50 eV
**LUMO level (alpha / beta)**: -0.033 / -0.033 hartree

Entry B
Entry from the Open Molecules 2025 dataset: 2 unconnected molecules or ions with the total composition C3H6ClNO2 (ωB97M-V/def2-TZVPD).

Last column: Löwdin charge in e.
Atoms and positions in Å:
C (0.58195, -0.17557, -1.87666)  -0.5220
C (-0.81174, 0.42716, 0.16121)  -0.0790
C (0.41820, -0.18375, -0.37980)  -0.4293
N (1.46567, -0.13283, 0.42749)  0.1828
O (-0.28152, -0.92084, -2.61887)  0.0549
O (1.40431, 0.56368, -2.33221)  0.1510
Cl (-0.52812, -2.43253, -0.06364)  0.1099
H (-0.96205, -0.16246, 1.18947)  0.1288
H (-1.55350, 0.30963, -0.48998)  0.0319
H (-0.73803, 1.51051, 0.17638)  0.1091
H (1.38450, 0.01682, 1.43888)  0.1485
H (-0.61837, -1.48323, -1.79609)  -0.0081
H (2.29495, -0.63196, 0.23669)  0.1215

**Total charge**: 0
**Orbital gap**: 9.32 eV
**LUMO level**: -0.028 hartree

Energetically preferred structure: entry B | next structure: +2.738 eV

Entry A
Entry from the Open Molecules 2025 dataset: C6H6O2 in the gas phase (ωB97M-V/def2-TZVPD).

Last column: Löwdin charge in e.
Atoms and positions in Å:
C (1.29145, -0.22960, -0.17208)  -0.2847
C (0.24326, -0.31650, 0.97700)  -0.1485
C (-0.75965, -1.26246, 0.27168)  -0.1520
C (0.26473, 0.16973, -1.23197)  -0.2239
C (-0.24035, 1.41424, -0.57309)  0.0019
C (-0.30329, 1.11429, 0.74162)  -0.0082
H (0.62360, -0.55358, 1.95061)  0.1394
H (-0.48586, -2.33554, 0.40529)  0.1317
H (-1.80481, -1.14484, 0.66527)  0.1329
H (0.57661, 0.27501, -2.26360)  0.1554
H (-0.61280, 2.31121, -1.03513)  0.1097
H (-0.57549, 1.78788, 1.55097)  0.1115
O (2.50476, -0.32782, -0.16921)  0.1168
O (-0.72216, -0.90201, -1.11735)  -0.0821

**Total charge**: 0
**Orbital gap**: 10.23 eV
**Structure (SMILES)**: O=C1[C@@H]2C=C[C@H]1CO2
**LUMO level**: 0.034 hartree

Entry B
Entry from the Open Molecules 2025 dataset: a molecular structure, C6H6O2 (ωB97M-V/def2-TZVPD).

Last column: Löwdin charge in e.
Atoms and positions in Å:
C (-1.53648, 0.96635, -1.53340)  -0.0582
C (-0.48787, 0.08523, -0.93616)  -0.3556
C (0.91388, -0.03500, -1.19154)  0.0707
C (1.51111, -0.54700, 0.12510)  -0.3189
C (0.45903, -0.41784, 1.22713)  -0.1267
C (0.42963, -0.69917, 2.49306)  0.1026
H (-1.63690, 0.77105, -2.64800)  0.0781
H (-2.83676, 0.79649, -1.21154)  0.1697
H (-1.32264, 2.03174, -1.02803)  0.1325
H (1.57326, 0.08329, -2.02797)  0.0983
H (1.40757, -1.16117, 2.96807)  0.1334
H (-0.38504, -0.90071, 3.19662)  0.0813
O (2.68411, -0.97991, 0.20163)  0.0323
O (-0.77289, 0.00666, 0.36501)  -0.0395

**Total charge**: 0
**Orbital gap**: 8.50 eV
**LUMO level**: -0.017 hartree

Energetically preferred structure: entry A | next structure: +2.068 eV

Entry A
Entry from the Open Molecules 2025 dataset: 2 unconnected molecules or ions with the total composition C5H13N4 (ωB97M-V/def2-TZVPD).

Last column: Löwdin charge in e.
Atoms and positions in Å:
C (-1.21674, 0.35378, 1.15315)  -0.1253
C (-2.44444, 0.09512, -0.73686)  -0.1279
C (-1.71746, -1.23386, -0.38553)  -0.1450
C (2.69004, -0.85096, 0.40052)  -0.0863
C (2.18419, 0.28531, -0.47708)  -0.3019
N (-2.05714, 1.02405, 0.33434)  0.0530
N (-0.97684, -0.85535, 0.76543)  0.0312
N (0.68242, 2.02263, -0.25916)  0.0956
N (1.04582, 0.88380, -0.07612)  -0.1548
H (-0.75063, 0.82057, 2.08259)  0.1883
H (-1.90448, 0.60744, -1.60017)  0.1358
H (-3.62504, 0.12243, -0.76940)  0.1670
H (-2.62551, -1.90317, -0.07174)  0.1515
H (-1.24785, -1.79472, -1.29298)  0.1612
H (3.02971, -0.64757, 1.52335)  0.1228
H (1.85195, -1.51783, 0.65170)  0.0479
H (3.52409, -1.42110, 0.15717)  0.0448
H (2.01314, -0.18428, -1.51062)  0.1603
H (2.94251, 1.06908, -0.70119)  0.1246
H (1.35029, 2.68510, -0.82116)  0.1096
H (-2.27008, 2.01539, 0.30966)  0.1624
H (-0.47795, -1.57585, 1.32408)  0.1857

**Total charge**: +1
**Orbital gap**: 9.61 eV
**LUMO level**: -0.107 hartree

Entry B
Entry from the Open Molecules 2025 dataset: a gas-phase ion, C5H13N4 (charge +1) (ωB97M-V/def2-TZVPD).

Last column: Löwdin charge in e.
Atoms and positions in Å:
C (0.55225, -0.55700, 0.41016)  -0.1437
C (-0.95168, 0.97832, 1.29247)  -0.1594
C (0.23391, -0.74667, -1.90989)  -0.4152
C (0.49123, -0.28889, -3.26686)  -0.0033
C (0.75152, 0.14767, 2.86657)  0.0442
N (0.11817, 0.26880, 1.50996)  -0.1222
N (0.50637, 0.04415, -0.89745)  0.0575
N (-1.47115, 1.98841, 2.07986)  0.1192
N (-0.19187, -2.02286, -1.78865)  0.1799
H (1.25694, -1.27194, 0.44029)  0.0653
H (-1.45129, 0.79251, 0.26230)  0.1811
H (1.45241, -0.54579, -3.62585)  0.0807
H (0.60120, 0.83528, -3.14926)  0.1117
H (-0.29701, -0.64870, -4.02208)  0.1306
H (0.64264, 1.14977, 3.32084)  0.0936
H (0.03853, -0.48251, 3.41127)  0.1124
H (1.73389, -0.19033, 2.89593)  0.0772
H (0.40910, 1.00343, -1.11578)  0.1331
H (-1.28892, 2.05307, 3.09829)  0.1218
H (-2.28389, 2.40393, 1.63659)  0.1074
H (-0.46386, -2.27326, -0.86099)  0.0861
H (-0.38849, -2.63740, -2.58773)  0.1417

**Total charge**: +1
**Orbital gap (alpha / beta)**: 7.40 / 7.40 eV
**LUMO level (alpha / beta)**: -0.097 / -0.097 hartree

Energetically preferred structure: entry B | next structure: +1.009 eV